[1]
Computed, not measured: the ion C24H30F17N4O5S with charge +1 at a distorted geometry, with the ωB97M-V functional and the def2-TZVPD basis.

Values from the calculation:
Highest occupied orbital energy: -11.2 eV
Total charge: +1
SMILES: COCCCCCCCCCCn1nc(CCC(F)(F)C(F)(F)C(F)(F)C(F)(F)C(F)(F)C(F)(F)C(F)(F)C(F)(F)F)[n+](ON=O)c1S(C)(=O)=O
HOMO-LUMO gap: 5.99 eV

```
81
C24H30F17N4O5S, DFT the ωB97M-V functional and the def2-TZVPD basis
C 4.54 0.70 0.50
O 4.98 1.52 -0.59
C 4.22 1.33 -1.77
C 4.68 0.12 -2.64
C 4.17 -1.27 -2.12
C 3.21 -1.95 -3.18
C 1.76 -1.44 -3.00
C 0.76 -2.25 -3.90
C -0.50 -1.41 -4.31
C -1.26 -0.94 -3.01
C -1.17 0.62 -2.79
C -0.48 1.01 -1.42
N -1.34 1.84 -0.55
N -2.67 1.66 -0.51
C -3.19 2.53 0.30
C -4.68 2.54 0.59
C -5.06 1.91 1.98
C -4.49 0.49 2.20
F -5.50 -0.26 2.76
F -4.12 -0.12 1.05
C -3.35 0.57 3.28
F -3.96 1.01 4.42
F -2.42 1.52 2.99
C -2.66 -0.79 3.66
F -1.83 -0.50 4.71
F -3.53 -1.71 4.13
C -1.85 -1.47 2.50
F -2.68 -2.37 1.89
F -1.42 -0.59 1.55
C -0.64 -2.33 3.01
F -0.99 -3.06 4.09
F 0.39 -1.48 3.30
C -0.14 -3.38 1.93
F -0.87 -4.51 2.14
F -0.24 -2.93 0.66
C 1.36 -3.82 2.19
F 2.14 -2.87 1.62
F 1.60 -3.96 3.51
C 1.72 -5.20 1.52
F 3.06 -5.27 1.42
F 1.37 -6.19 2.35
F 1.20 -5.35 0.31
N -2.16 3.31 0.81
O -2.31 4.32 1.68
N -2.78 5.55 0.97
O -1.89 6.02 0.44
C -1.02 2.84 0.24
S 0.68 3.47 0.46
C 0.97 4.22 2.08
O 1.67 2.44 0.22
O 0.91 4.51 -0.53
H 3.52 0.29 0.34
H 5.28 -0.08 0.76
H 4.45 1.37 1.39
H 4.36 2.25 -2.39
H 3.12 1.19 -1.58
H 4.24 0.27 -3.65
H 5.78 0.17 -2.76
H 3.58 -1.21 -1.19
H 5.04 -1.93 -1.92
H 3.28 -3.05 -2.99
H 3.62 -1.74 -4.19
H 1.44 -1.60 -1.94
H 1.67 -0.34 -3.17
H 0.42 -3.13 -3.30
H 1.27 -2.64 -4.80
H -1.18 -2.10 -4.86
H -0.24 -0.58 -4.99
H -2.32 -1.25 -3.15
H -0.90 -1.51 -2.13
H -0.56 1.09 -3.59
H -2.19 1.03 -2.89
H -0.20 0.06 -0.91
H 0.45 1.56 -1.65
H -5.03 3.60 0.61
H -5.28 2.04 -0.20
H -4.82 2.64 2.78
H -6.17 1.81 1.99
H 2.05 4.10 2.34
H 0.76 5.30 1.99
H 0.36 3.77 2.90
```

---

[2]
Computed, not measured: a structure of composition C24H30F3N12OS2Zr at a distorted geometry, with the ωB97M-V functional and the def2-TZVPD basis.

Values from the calculation:
Highest occupied orbital energy: -15.9 eV
Total charge: +3
HOMO-LUMO gap: 6.89 eV

```
73
C24H30F3N12OS2Zr, DFT the ωB97M-V functional and the def2-TZVPD basis
Zr 0.29 0.16 -0.33
C -1.40 4.11 -1.98
C -0.76 3.07 -1.12
N 0.10 2.20 -1.52
N 0.54 2.22 -2.82
C 1.74 1.66 -3.12
N 2.22 1.87 -4.33
S 2.55 0.72 -1.98
C -1.09 3.00 0.32
C -1.74 4.04 0.97
C -2.06 3.91 2.31
C -1.70 2.74 2.97
C -1.02 1.77 2.26
N -0.71 1.88 0.97
H -1.52 3.77 -3.01
H -0.82 5.03 -1.99
H -2.39 4.34 -1.61
H 0.14 2.90 -3.45
H 1.78 2.47 -5.01
H 3.12 1.48 -4.57
H -2.00 4.94 0.44
H -2.57 4.70 2.83
H -1.94 2.59 4.01
H -0.71 0.85 2.75
C -0.81 -4.10 -3.82
N -0.97 -2.70 -3.41
C -2.14 -1.96 -3.89
C -0.11 -2.11 -2.58
N -0.16 -0.84 -2.25
N 0.91 -2.91 -2.10
C 1.80 -2.65 -1.09
N 2.78 -3.55 -0.97
N 1.67 -1.62 -0.30
H -1.57 -4.34 -4.55
H -0.95 -4.78 -2.97
H 0.15 -4.28 -4.29
H -2.85 -2.66 -4.31
H -1.87 -1.25 -4.68
H -2.63 -1.44 -3.07
H -0.92 -0.38 -2.75
H 1.00 -3.81 -2.55
H 2.92 -4.31 -1.61
H 3.46 -3.48 -0.22
H 2.43 -1.60 0.37
F -5.08 -0.95 0.05
C -4.63 -0.91 1.31
F -4.63 0.38 1.72
F -5.48 -1.59 2.07
C -3.23 -1.47 1.44
C -2.95 -2.44 2.37
C -1.63 -2.88 2.55
C -0.65 -2.28 1.82
N -0.89 -1.31 0.91
C -2.18 -0.93 0.67
S -2.38 0.22 -0.60
H -3.75 -2.87 2.96
H -1.40 -3.65 3.26
H 0.39 -2.57 1.96
N 3.65 -0.41 5.36
C 3.21 -0.69 4.13
O 2.97 -1.81 3.70
C 2.98 0.47 3.18
C 3.73 1.62 3.06
C 3.49 2.46 1.98
C 2.53 2.12 1.05
N 1.79 1.00 1.16
C 2.01 0.22 2.22
H 3.85 -1.17 5.99
H 3.79 0.52 5.69
H 4.52 1.86 3.76
H 4.07 3.37 1.84
H 2.35 2.73 0.17
H 1.42 -0.68 2.32
```

---

[3]
Computed, not measured: a structure of composition C24H30GeN9OS2Ti at a distorted geometry, with the ωB97M-V functional and the def2-TZVPD basis.

Values from the calculation:
Highest occupied orbital energy (spin up / spin down): -3.4 / -3.4 eV
Total charge: -1
HOMO-LUMO gap (spin up / spin down): 5.48 / 5.48 eV

```
68
C24H30GeN9OS2Ti, DFT the ωB97M-V functional and the def2-TZVPD basis
Ti 0.02 0.00 0.06
C -2.94 0.95 4.66
C -3.72 0.89 3.50
C -3.23 0.29 2.36
C -1.95 -0.27 2.33
C -1.18 -0.21 3.49
C -1.67 0.40 4.64
N -1.41 -0.82 1.15
C -2.10 -1.85 0.48
C -3.12 -2.63 1.00
C -3.62 -3.72 0.28
C -3.09 -4.03 -0.96
C -2.06 -3.26 -1.50
C -1.59 -2.16 -0.80
N -0.57 -1.30 -1.20
N 0.12 -1.55 -2.37
C 1.16 -0.78 -2.44
C 2.11 -0.92 -3.52
C 3.21 -0.15 -3.55
C 3.44 0.83 -2.52
C 2.53 0.93 -1.52
N 1.41 0.17 -1.44
H -3.33 1.42 5.55
H -4.72 1.31 3.50
H -3.83 0.25 1.45
H -0.21 -0.70 3.49
H -1.06 0.43 5.54
H -3.51 -2.42 1.99
H -4.41 -4.33 0.70
H -3.46 -4.90 -1.50
H -1.61 -3.49 -2.45
H 1.90 -1.67 -4.27
H 3.94 -0.27 -4.34
H 4.32 1.46 -2.52
H 2.68 1.66 -0.73
C 2.42 -3.16 4.27
O 2.18 -2.52 3.02
C 2.01 -3.26 1.87
S 2.12 -4.92 1.88
S 1.79 -2.29 0.49
H 1.76 -2.69 5.00
H 3.46 -3.01 4.55
H 2.21 -4.23 4.20
C -2.39 4.46 -1.41
Ge -1.23 3.36 -0.25
C -2.01 3.64 1.55
C 0.50 4.30 -0.42
C -1.21 1.50 -0.82
H -2.44 5.49 -1.03
H -3.40 4.06 -1.45
H -2.00 4.49 -2.43
H -1.76 4.64 1.93
H -1.70 2.88 2.27
H -3.10 3.59 1.47
H 0.44 5.30 0.00
H 0.73 4.40 -1.49
H 1.34 3.76 0.04
H -0.98 1.52 -1.89
H -2.24 1.15 -0.71
N 1.12 3.54 3.41
N 1.35 2.30 2.84
N 2.19 1.42 3.34
C 2.07 0.41 2.50
N 1.17 0.71 1.54
N 0.74 1.93 1.78
H 1.99 4.06 3.38
H 0.41 3.99 2.84
H 2.58 -0.54 2.55
```

---

[4]
Computed, not measured: a structure of composition C24H30IIrN9Se at a distorted geometry, with the ωB97M-V functional and the def2-TZVPD basis.

Values from the calculation:
2S+1: 2
⟨S²⟩: 0.7920
Highest occupied orbital energy (spin up / spin down): -14.0 / -14.0 eV
Total charge: +2
HOMO-LUMO gap (spin up / spin down): 7.53 / 5.34 eV

```
66
C24H30IIrN9Se, DFT the ωB97M-V functional and the def2-TZVPD basis
Ir -0.37 1.02 0.19
C 4.21 -0.87 1.10
C 2.96 -1.43 1.79
C 2.12 -2.28 0.86
C 2.73 -3.42 0.34
C 2.09 -4.23 -0.57
C 0.80 -3.92 -0.98
C 0.14 -2.81 -0.49
C -1.30 -2.62 -0.89
C -2.27 -3.20 0.14
C 0.81 -1.99 0.44
N 0.14 -0.83 1.03
C -0.02 -0.88 2.32
C -0.44 0.30 2.98
C -0.65 0.65 4.31
C -0.93 2.00 4.30
C -0.88 2.44 2.91
N -0.60 1.44 2.13
H 4.81 -0.29 1.81
H 3.96 -0.22 0.26
H 4.83 -1.68 0.72
H 2.39 -0.61 2.24
H 3.28 -2.06 2.63
H 3.73 -3.66 0.66
H 2.58 -5.12 -0.95
H 0.28 -4.57 -1.68
H -1.45 -3.11 -1.85
H -1.50 -1.56 -1.07
H -2.10 -4.27 0.27
H -3.31 -3.07 -0.17
H -2.14 -2.74 1.13
H 0.21 -1.79 2.87
H -0.59 0.01 5.18
H -1.13 2.62 5.16
H -1.07 3.43 2.52
N -0.84 5.14 -0.59
C -2.11 4.75 -0.92
C -2.14 3.41 -0.76
N -0.89 2.97 -0.34
C -0.14 4.05 -0.25
H -0.48 6.08 -0.62
H -2.87 5.45 -1.24
H -2.94 2.73 -0.97
H 0.89 4.09 0.05
Se -2.86 0.97 -4.33
N -1.45 0.27 -5.12
C -0.53 0.10 -4.19
C 0.75 -0.50 -4.43
C 1.55 -0.66 -3.36
C 1.14 -0.21 -2.07
N 0.00 0.37 -1.79
C -0.89 0.51 -2.86
N -2.11 0.99 -2.72
H 1.02 -0.80 -5.43
H 2.53 -1.11 -3.44
H 1.82 -0.35 -1.24
N -3.31 0.99 1.35
N -2.54 0.41 0.27
H -4.21 0.53 1.40
H -3.48 1.97 1.13
H -2.97 0.54 -0.64
H -2.53 -0.58 0.45
I 2.77 2.39 -1.25
C 1.61 1.62 0.40
H 1.68 2.41 1.14
H 2.22 0.80 0.76
```

---

In the order shown, the computed ΔE to the lowest compared entry with this formula, charge and spin values come out to 0.00; 75.71; 113.13; 0.00 kJ/mol.